151
Properties=species:S:1:pos:R:3:forces:R:3:mulliken_charge:R:1 method="wB97M-V/def2-TZVPD" e_above_lowest_ev=0.0000 spin_multiplicity=1 lumo_energy_ev=-1.1 total_charge=0 fmax_ev_per_a=3.32 homo_energy_ha=-0.3592 smiles="O=[N+]([O-])c1ccccc1.O=[N+]([O-])c1ccccc1.O=[N+]([O-])c1ccccc1.O=[N+]([O-])c1ccccc1.O=[N+]([O-])c1ccccc1.O=[N+]([O-])c1ccccc1.O=[N+]([O-])c1ccccc1.O=[N+]([O-])c1ccccc1.C[C@H]1COC(=O)O1.C[C@H]1COC(=O)O1.C[C@H]1COC(=O)O1" homo_lumo_gap_ev=8.7
O 20.1499 9.7424 10.8732 -0.092 0.194 -0.092 -0.59
N 20.9447 10.2734 10.1347 1.195 0.050 -0.450 1.20
O 21.9547 9.7297 9.6761 -1.055 0.540 0.365 -0.61
C 20.7417 11.7097 9.7641 -0.972 0.877 0.105 -0.10
C 19.7881 12.4803 10.4535 0.686 -0.146 -0.834 -0.53
C 19.6163 13.8342 10.0556 -0.342 -1.575 1.004 -0.12
C 20.3544 14.3622 9.0226 -0.146 0.353 0.794 -0.66
C 21.2673 13.5720 8.3653 0.322 0.335 -0.986 -0.59
C 21.4540 12.2528 8.6941 0.001 -0.983 0.816 -0.77
H 19.2560 11.9647 11.2481 -0.141 0.497 0.035 0.66
H 18.8964 14.4385 10.5891 -0.031 0.072 0.030 0.71
H 20.2739 15.4245 8.8184 -0.074 -0.146 -0.315 0.53
H 21.7875 14.0343 7.5397 0.321 -0.242 -0.087 0.41
H 22.1417 11.5804 8.2154 0.266 0.129 -0.412 0.50
O 9.2501 8.8567 13.9576 0.274 0.113 1.132 -0.60
N 9.3447 9.4590 12.9289 0.070 0.583 -1.661 1.01
O 8.8840 9.0567 11.8681 0.070 0.117 0.237 -0.62
C 10.0737 10.7883 12.8456 -0.262 -0.838 1.620 0.12
C 10.6740 11.3336 14.0004 -1.062 -1.895 -1.082 -0.62
C 11.3049 12.5150 13.8453 1.013 1.050 0.823 0.10
C 11.4321 13.1670 12.6350 -0.541 -0.075 -0.904 -0.47
C 10.8161 12.6113 11.5241 -0.428 -0.803 -0.191 -0.55
C 10.1012 11.4048 11.6333 0.348 0.724 -0.163 -0.42
H 10.6945 10.7766 14.9269 -0.150 0.073 -0.017 0.37
H 11.7948 12.9239 14.7069 0.206 0.246 0.252 0.29
H 11.9837 14.0940 12.5740 0.084 0.010 -0.049 0.51
H 10.8391 12.9874 10.5146 0.273 0.655 0.028 0.40
H 9.5761 10.9683 10.7971 0.142 0.011 -0.036 0.48
O 13.1253 18.9498 10.0154 -0.007 -0.645 0.204 -0.61
N 13.8936 18.5604 9.1607 0.670 -0.192 -0.193 1.03
O 14.2957 19.2552 8.2544 0.270 0.070 -0.271 -0.60
C 14.4123 17.1411 9.1792 -2.181 -0.122 0.907 0.51
C 15.6122 16.8162 8.6072 0.020 1.189 -0.322 -0.67
C 15.9992 15.5164 8.5507 -0.096 -2.594 0.959 -0.29
C 15.1920 14.4677 9.0891 -0.210 2.209 -0.174 -0.89
C 13.9687 14.8433 9.6770 0.128 -0.396 -0.430 -0.12
C 13.5440 16.1853 9.7212 1.227 -0.151 -0.176 -0.56
H 16.1988 17.6154 8.1981 0.300 0.164 -0.185 0.60
H 16.9695 15.2144 8.1920 0.172 0.254 -0.381 0.44
H 15.5327 13.4396 9.0246 -0.204 0.127 0.132 0.50
H 13.3325 14.0374 10.0323 -0.046 0.281 0.207 0.21
H 12.6205 16.5225 10.1789 0.039 -0.255 -0.108 0.41
O 23.9544 16.8367 13.5956 1.149 0.953 -1.429 -0.65
N 23.2554 16.2435 14.3449 -0.821 -1.378 2.739 0.85
O 22.0915 15.9670 14.1687 -0.613 -0.232 -0.410 -0.23
C 23.8308 15.7875 15.6665 2.020 1.266 -0.684 -0.05
C 25.1324 16.2660 15.9553 -0.902 -0.035 -0.149 -0.84
C 25.7171 15.8995 17.1445 0.149 -0.630 0.435 -0.39
C 25.0530 15.0567 18.0398 -0.470 0.569 -0.139 -0.57
C 23.7635 14.6232 17.7423 0.772 -0.093 0.065 -0.64
C 23.1674 14.9751 16.5366 -0.639 -0.384 0.178 0.19
H 25.6259 16.9661 15.2977 -0.051 -0.153 -0.180 0.47
H 26.7220 16.1951 17.4141 -0.020 0.327 -0.209 0.38
H 25.5256 14.8667 18.9997 -0.170 -0.313 -0.185 0.39
H 23.2485 13.9707 18.4250 -0.256 -0.035 0.110 0.49
H 22.1825 14.6089 16.3077 -0.190 0.002 -0.083 0.42
O 17.9505 17.3021 16.5058 1.315 1.054 -0.385 -0.60
N 16.9801 16.6243 16.5623 -2.123 -0.332 -1.752 1.10
O 16.7398 15.8331 17.4293 -0.515 -0.926 0.828 -0.62
C 15.9007 16.7831 15.4256 -0.619 -1.631 2.830 -0.02
C 16.1943 17.5780 14.4072 0.321 1.461 -2.189 0.01
C 15.1980 17.9054 13.4610 1.044 0.092 0.097 -0.31
C 13.9451 17.3706 13.5778 -0.432 0.410 -0.078 -0.81
C 13.6794 16.5002 14.6042 0.007 -1.049 1.442 -0.31
C 14.6407 16.1850 15.5765 0.433 0.365 -0.583 -0.54
H 17.2127 17.9172 14.3644 0.095 0.491 -0.300 0.34
H 15.3925 18.5792 12.6437 0.319 0.154 -0.064 0.54
H 13.1130 17.6758 12.9473 0.376 -0.075 -0.221 0.45
H 12.6831 16.0823 14.6549 0.013 -0.165 0.264 0.41
H 14.4932 15.5037 16.4000 -0.305 0.002 -0.001 0.37
O 20.8240 11.7840 20.3487 0.015 -0.236 0.247 -0.60
N 20.6485 11.6582 19.1684 -0.059 0.704 -1.637 1.05
O 20.6689 12.6106 18.3543 -0.042 -1.517 1.238 -0.53
C 20.4026 10.2663 18.5949 0.109 1.397 -0.272 0.06
C 20.2030 10.2243 17.2252 -0.357 -1.475 -0.033 -0.21
C 20.0054 8.9507 16.6346 0.398 1.874 0.013 -0.43
C 19.9805 7.7993 17.4046 -0.012 0.397 0.182 -0.78
C 20.1696 7.9052 18.7784 0.516 1.021 1.163 -0.31
C 20.4198 9.1645 19.4165 -0.252 -1.007 -0.851 -0.78
H 20.1643 11.1423 16.6578 0.176 -0.134 -0.139 0.64
H 19.9445 8.9790 15.5523 -0.204 -0.470 0.037 0.54
H 19.8106 6.8431 16.9225 0.084 0.000 0.198 0.46
H 20.1928 7.0218 19.4026 -0.096 -0.048 -0.072 0.39
H 20.6385 9.3266 20.4718 -0.190 -0.446 -0.243 0.50
O 14.3897 13.1560 14.6230 0.065 -0.062 0.388 -0.44
N 15.2146 13.1754 13.7292 1.222 0.401 2.547 1.31
O 14.9550 13.0297 12.5849 0.081 -0.105 -2.222 -0.66
C 16.6648 13.4284 14.1612 -0.706 -0.287 0.203 0.10
C 17.5339 14.0083 13.2741 -0.629 -0.534 -0.778 -1.13
C 18.8239 14.2396 13.6670 1.141 0.866 -0.065 0.74
C 19.2688 13.9744 14.9527 -1.024 -0.111 -0.436 0.75
C 18.3574 13.3853 15.8397 2.017 0.512 -0.104 -1.46
C 17.0778 13.0968 15.4523 -1.393 -0.044 -0.255 -0.81
H 17.2330 14.1981 12.2523 -0.200 0.155 0.032 0.83
H 19.4819 14.7149 12.9492 0.183 -0.108 0.075 0.13
H 20.2748 14.2428 15.2508 -0.114 -0.141 -0.017 -0.61
H 18.8282 13.2087 16.7949 -0.801 -0.356 0.531 0.70
H 16.3401 12.6626 16.1141 0.073 -0.038 0.158 0.62
O 20.3092 18.3949 15.2341 0.901 -1.076 0.706 -0.56
N 19.6990 19.2005 14.6069 -0.289 -1.049 -2.712 1.21
O 19.3209 20.2596 14.9773 -0.588 2.011 1.225 -0.68
C 19.3517 18.8784 13.1514 -0.017 -0.196 0.412 -0.38
C 19.8469 17.7419 12.5250 -0.021 0.388 1.390 -0.36
C 19.4998 17.5223 11.2197 0.249 -0.389 -0.503 -0.34
C 18.6652 18.3856 10.5337 -0.206 0.239 0.360 -0.24
C 18.1480 19.4998 11.1918 0.180 0.190 0.235 -0.61
C 18.4997 19.7617 12.5212 0.414 -0.192 -0.360 -0.32
H 20.4577 17.0577 13.0966 0.172 0.024 -0.115 0.42
H 19.9338 16.6697 10.7182 -0.064 -0.124 -0.079 0.47
H 18.4367 18.1558 9.5036 -0.160 0.236 -0.095 0.42
H 17.5187 20.2096 10.6789 -0.148 -0.007 -0.142 0.47
H 18.2275 20.6410 13.0894 -0.365 0.017 -0.326 0.52
C 24.7072 11.7114 10.9760 -0.731 -0.203 -1.215 -1.17
C 24.0392 12.2192 12.1918 -0.037 0.871 0.401 0.36
C 23.2095 13.5009 11.8645 -0.745 -1.468 1.175 -0.36
O 21.9439 13.2476 12.6093 1.344 -0.060 -0.604 0.32
C 21.9021 11.9513 13.0127 1.127 0.431 -0.059 0.16
O 20.9841 11.4900 13.6064 -0.195 -0.408 -0.039 -0.33
O 23.0663 11.2778 12.7009 -0.706 1.116 0.030 -0.41
H 25.4698 12.4178 10.6428 0.084 -0.154 0.064 0.37
H 23.9090 11.6944 10.2282 0.344 -0.292 -0.403 0.14
H 25.0923 10.7046 11.0708 0.270 -0.068 0.163 0.35
H 24.8252 12.4056 12.9255 -0.459 0.014 0.596 0.32
H 22.9830 13.5165 10.8022 -0.177 0.225 -0.056 -0.05
H 23.6700 14.4261 12.1995 -0.208 0.019 0.077 0.29
C 12.9642 12.6602 18.3652 -0.224 1.371 -0.511 -1.36
C 14.1843 12.4746 19.1519 2.274 -1.103 1.466 0.89
C 15.1797 13.6777 19.2552 0.440 0.388 0.357 0.12
O 15.4753 13.8017 20.6726 -1.749 -0.382 0.331 -0.42
C 14.5189 13.1128 21.3805 -0.625 -0.487 -1.353 0.49
O 14.2519 13.2255 22.5283 0.514 0.038 0.037 -0.52
O 13.8425 12.2294 20.5362 0.467 1.722 1.010 -0.45
H 13.2004 12.6730 17.3011 -0.095 -0.279 -0.104 0.22
H 12.6578 13.6803 18.6173 -0.760 -0.164 -0.099 0.38
H 12.2179 11.9155 18.6187 -0.092 0.040 -0.130 0.36
H 14.6784 11.5355 18.9426 0.446 -0.076 -0.874 0.24
H 14.7489 14.5955 18.8246 -0.285 -0.084 0.625 0.03
H 16.2027 13.7081 18.8807 -0.263 -1.015 -0.851 0.02
C 17.3701 9.6395 13.6083 -0.326 0.354 0.087 -0.71
C 16.6498 8.8184 14.6631 -0.193 -0.603 -1.110 0.24
C 16.6612 9.4154 16.0760 0.037 -0.643 0.204 0.73
O 15.2830 9.6999 16.3540 0.193 0.348 -0.280 -0.31
C 14.5117 9.4067 15.2749 0.914 -0.353 -0.341 0.48
O 13.3699 9.6822 15.1667 -0.680 0.088 0.123 -0.49
O 15.2418 8.7376 14.3418 -0.430 1.082 0.458 -0.39
H 17.1424 9.2222 12.6269 -0.058 0.206 -0.008 0.53
H 18.4565 9.6606 13.7045 0.004 -0.186 0.287 0.16
H 17.0284 10.6758 13.6894 0.003 -0.009 -0.294 -0.13
H 16.9000 7.7758 14.4743 0.777 -0.102 1.016 0.29
H 17.2691 10.3214 16.1265 -0.234 0.081 -0.085 -0.44
H 17.0180 8.7376 16.8488 0.029 -0.117 -0.054 0.11